# 1
The following is a quantum chemistry calculation of a molecular structure, C26H29CoF3N3O4S2 in a non-equilibrium geometry, from the Open Molecules 2025 dataset.

The calculation puts the LUMO energy (spin up / spin down) at -2.882 / -2.086 eV. As for the total charge: +1. As for the spin multiplicity: 2. For the HOMO energy (spin up / spin down), the calculation gives -10.22 / -10.23 eV. The expectation value of S² is 0.78.

Each line ends with the Mulliken charge.
Atoms and positions in Å:
Co1 0.820 -0.041 0.400  1.32
C1 5.347 2.354 -1.212  -1.03
N1 4.350 1.316 -1.345  0.16
C2 4.795 0.071 -1.939  -1.06
C3 3.115 1.392 -0.856  0.41
O1 2.303 0.470 -0.982  -0.52
C4 2.699 2.667 -0.122  -0.62
O2 1.565 2.392 0.683  -0.35
C5 0.444 3.233 0.533  -1.50
C6 -0.625 2.568 -0.344  1.14
O3 -0.489 1.384 -0.665  -0.81
N2 -1.688 3.275 -0.723  0.11
C7 -2.669 2.653 -1.594  -0.88
C8 -1.944 4.657 -0.389  -1.09
H1 6.166 2.136 -1.893  0.37
H2 5.748 2.391 -0.197  0.35
H3 4.945 3.332 -1.468  0.36
H4 5.017 0.212 -2.997  0.35
H5 4.003 -0.665 -1.830  0.28
H6 5.686 -0.281 -1.422  0.41
H7 2.493 3.445 -0.868  0.47
H8 3.505 3.009 0.538  0.37
H9 0.735 4.211 0.139  0.64
H10 0.025 3.359 1.539  0.39
H11 -2.254 1.725 -1.982  0.09
H12 -2.895 3.320 -2.423  0.48
H13 -3.590 2.443 -1.050  0.32
H14 -1.428 4.952 0.520  0.41
H15 -3.015 4.790 -0.235  0.38
H16 -1.639 5.310 -1.211  0.32
F1 2.437 -3.883 5.017  -0.31
C9 2.462 -3.347 3.788  0.53
F2 1.860 -4.227 2.978  -0.21
F3 3.753 -3.298 3.422  -0.23
C10 1.823 -1.986 3.743  -0.24
C11 1.363 -1.358 4.885  -0.19
C12 0.815 -0.083 4.781  -1.05
C13 0.747 0.506 3.532  -0.14
N3 1.170 -0.094 2.430  -0.19
C14 1.705 -1.328 2.504  0.87
S1 2.185 -1.950 0.992  -0.47
H17 1.435 -1.855 5.841  0.54
H18 0.450 0.437 5.652  0.42
H19 0.357 1.507 3.404  0.38
O4 -1.080 -0.853 0.895  -0.61
S2 -2.235 -0.564 -0.015  0.52
C15 -3.373 -1.969 0.162  0.27
C16 -2.965 -3.282 0.017  -0.38
C17 -3.896 -4.296 0.176  -0.69
C18 -5.212 -3.993 0.486  -0.41
C19 -5.616 -2.674 0.613  -0.72
C20 -4.692 -1.656 0.451  -0.16
C21 -1.641 -1.030 -1.660  0.31
C22 -2.441 -0.794 -2.764  -0.63
C23 -1.948 -1.085 -4.025  -0.70
C24 -0.674 -1.614 -4.170  -0.59
C25 0.108 -1.866 -3.056  -0.87
C26 -0.374 -1.567 -1.794  0.41
H20 -1.933 -3.509 -0.204  0.43
H21 -3.599 -5.326 0.052  0.41
H22 -5.927 -4.790 0.624  0.40
H23 -6.647 -2.444 0.833  0.41
H24 -4.984 -0.622 0.560  0.43
H25 -3.436 -0.396 -2.637  0.52
H26 -2.553 -0.894 -4.896  0.44
H27 -0.294 -1.830 -5.157  0.43
H28 1.094 -2.290 -3.159  0.52
H29 0.229 -1.773 -0.911  0.27


# 2
The following is a quantum chemistry calculation of a molecular structure, C26H29GeO4OsS3SbSe2 in a non-equilibrium geometry, from the Open Molecules 2025 dataset.

The calculation puts the LUMO energy (spin up / spin down) at 0.291 / 1.078 eV. As for the total charge: -1. As for the spin multiplicity: 2. For the HOMO energy (spin up / spin down), the calculation gives -4.49 / -4.55 eV. The expectation value of S² is 1.06. For the energy above the lowest of the compared OMol25 structures with the same formula, charge and spin, the calculation gives 0.9649 eV.

Each line ends with the Mulliken charge.
Atoms and positions in Å:
Os1 -0.577 3.893 -0.417  1.01
O1 1.129 1.545 1.159  0.24
C1 2.073 2.022 2.080  -1.21
C2 2.124 3.562 2.238  2.06
C3 3.227 3.741 3.298  -1.35
O2 3.457 5.095 3.673  -0.55
C4 2.566 4.342 0.983  -1.62
Se1 1.882 3.775 -0.765  -0.37
C5 0.840 4.209 2.794  -1.32
Se2 -0.933 3.664 2.174  -0.21
H1 1.214 0.594 1.048  -0.11
H2 3.077 1.695 1.777  0.45
H3 1.859 1.603 3.074  0.39
H4 4.151 3.281 2.926  0.46
H5 2.940 3.223 4.215  0.50
H6 3.573 5.615 2.870  0.37
H7 3.656 4.306 0.891  0.41
H8 2.257 5.384 1.067  0.48
H9 0.870 5.279 2.612  0.36
H10 0.803 4.061 3.877  0.50
S1 -3.179 7.255 -2.401  -0.64
Sb1 -2.996 6.335 -0.342  0.35
S2 -2.819 3.876 -0.742  -0.33
S3 -0.533 6.109 -0.020  -0.25
O3 -2.246 1.480 -2.457  -0.64
C6 -1.046 1.411 -2.276  0.05
O4 -0.321 2.100 -1.422  -0.31
C7 -0.227 0.375 -3.034  -0.14
C8 -0.901 -1.003 -2.988  -1.21
Ge1 -0.752 -1.998 -1.294  1.59
C9 -1.820 -1.373 0.228  0.37
C10 -1.847 -2.153 1.389  -0.58
C11 -2.616 -1.781 2.482  -0.73
C12 -3.380 -0.620 2.430  -0.50
C13 -3.381 0.151 1.278  -0.72
C14 -2.611 -0.224 0.181  -0.04
C15 1.138 -2.253 -0.805  0.20
C16 1.500 -2.919 0.370  0.10
C17 2.834 -3.117 0.704  -0.88
C18 3.838 -2.639 -0.128  -0.46
C19 3.499 -1.987 -1.305  -0.75
C20 2.162 -1.808 -1.643  -0.27
C21 -1.459 -3.789 -1.699  0.03
C22 -0.667 -4.937 -1.703  -0.19
C23 -1.207 -6.176 -2.035  -0.63
C24 -2.549 -6.282 -2.372  -0.41
C25 -3.352 -5.146 -2.372  -0.65
C26 -2.810 -3.913 -2.036  -0.39
H11 0.774 0.365 -2.614  -0.05
H12 -0.160 0.739 -4.063  0.42
H13 -0.489 -1.668 -3.751  0.50
H14 -1.963 -0.876 -3.213  0.50
H15 -1.277 -3.075 1.438  0.22
H16 -2.623 -2.399 3.373  0.39
H17 -3.978 -0.325 3.285  0.38
H18 -3.977 1.055 1.224  0.43
H19 -2.640 0.393 -0.706  0.41
H20 0.733 -3.295 1.036  0.12
H21 3.089 -3.646 1.615  0.41
H22 4.879 -2.781 0.138  0.39
H23 4.277 -1.613 -1.961  0.39
H24 1.923 -1.317 -2.578  0.30
H25 0.385 -4.862 -1.444  0.29
H26 -0.577 -7.059 -2.033  0.37
H27 -2.969 -7.245 -2.636  0.36
H28 -4.401 -5.225 -2.636  0.39
H29 -3.447 -3.033 -2.030  0.34


# 3
The following is a quantum chemistry calculation of a molecular structure, C26H29N2O2P2ReS in a non-equilibrium geometry, from the Open Molecules 2025 dataset.

The calculation puts the LUMO energy (spin up / spin down) at -10.075 / -10.803 eV. As for the total charge: +3. As for the spin multiplicity: 4. For the HOMO energy (spin up / spin down), the calculation gives -17.35 / -17.65 eV. The expectation value of S² is 3.78. For the energy above the lowest of the compared OMol25 structures with the same formula, charge and spin, the calculation gives 0.0000 eV.

Each line ends with the Mulliken charge.
Atoms and positions in Å:
Re1 0.856 0.458 0.780  1.18
O1 -0.989 0.774 4.185  -0.41
C1 -0.650 0.071 3.321  0.36
O2 0.564 0.353 2.606  -0.35
C2 -1.340 -1.079 2.676  -0.94
P1 -1.212 -0.895 0.830  1.12
C3 -1.155 -2.490 -0.001  1.04
C4 -2.294 -2.931 -0.627  -0.23
C5 -2.291 -4.180 -1.262  -0.97
C6 -1.126 -4.940 -1.210  -0.65
C7 0.014 -4.502 -0.567  -0.75
C8 0.028 -3.247 0.011  -1.07
C9 -2.558 0.063 0.267  0.82
C10 -2.646 0.264 -1.095  -0.52
C11 -3.572 1.179 -1.602  -0.95
C12 -4.464 1.802 -0.736  -0.67
C13 -4.399 1.538 0.636  -0.59
C14 -3.446 0.714 1.169  -0.89
H1 -2.353 -1.197 3.056  0.64
H2 -0.830 -2.003 3.004  0.45
H3 -3.217 -2.337 -0.636  0.42
H4 -3.173 -4.603 -1.722  0.48
H5 -1.119 -5.962 -1.580  0.46
H6 0.852 -5.152 -0.430  0.68
H7 0.930 -2.905 0.484  0.51
H8 -1.980 -0.255 -1.776  0.60
H9 -3.653 1.459 -2.657  0.45
H10 -5.241 2.461 -1.117  0.44
H11 -5.112 2.001 1.316  0.45
H12 -3.413 0.553 2.269  0.32
C15 -1.360 3.216 0.517  -1.21
P2 0.138 2.499 -0.172  1.15
C16 0.201 2.705 -1.970  -1.05
C17 1.573 2.983 0.774  0.09
C18 1.363 3.335 2.125  -0.35
C19 2.452 3.793 2.871  -0.79
C20 3.689 3.961 2.310  -0.59
C21 3.881 3.643 0.961  -0.74
C22 2.850 3.182 0.193  -0.33
H13 -1.600 2.848 1.504  0.41
H14 -2.190 3.041 -0.155  0.32
H15 -1.216 4.284 0.566  0.63
H16 0.181 3.765 -2.224  0.48
H17 -0.623 2.192 -2.448  0.33
H18 1.133 2.280 -2.351  0.37
H19 0.359 3.273 2.566  0.25
H20 2.311 4.022 3.909  0.49
H21 4.518 4.372 2.873  0.46
H22 4.853 3.780 0.499  0.47
H23 3.046 2.980 -0.848  0.57
C23 1.232 -1.888 -2.849  -0.76
N1 2.304 -2.296 -1.922  0.41
C24 2.811 -3.588 -1.819  -0.36
C25 3.694 -3.564 -0.800  -0.47
N2 3.733 -2.312 -0.297  0.14
C26 2.867 -1.538 -0.986  -0.14
S1 2.608 0.164 -0.745  -0.41
H24 0.278 -2.267 -2.497  0.25
H25 1.474 -2.349 -3.801  0.37
H26 1.202 -0.827 -2.941  0.31
H27 2.557 -4.416 -2.492  0.49
H28 4.311 -4.334 -0.395  0.48
H29 4.359 -1.952 0.453  0.28


Record order is preserved below.
M: 627.60, 1044.24, 681.75 g/mol